1.
This record from the OMol25 dataset describes a single C4H12N2O molecule in a non-equilibrium geometry. The level of theory is ωB97M-V/def2-TZVPD.

```
19
Properties=species:S:1:pos:R:3:forces:R:3
C 0.5205 -0.0584 0.1769 -1.23 0.91 1.31
C 0.6753 -0.3276 -1.2794 0.86 -1.60 -0.83
C -0.0078 -1.5586 -1.9550 -0.23 1.27 0.34
O 0.7732 -2.6914 -1.6103 0.18 0.03 0.34
N -0.6375 0.8248 0.5454 -0.05 -1.33 -0.53
C -0.3663 1.9975 1.3229 0.50 0.06 1.46
N -0.8676 1.9569 2.7155 0.10 0.21 -0.36
H 1.3833 0.4842 0.5727 0.32 -0.47 -0.17
H 0.3649 -0.9868 0.7339 0.51 -0.12 -0.10
H 0.6130 0.5924 -1.8550 -0.17 -0.06 -0.15
H 1.6672 -0.7883 -1.3997 0.44 1.03 0.08
H -1.0357 -1.7381 -1.6565 -0.32 0.14 0.04
H 0.0278 -1.3192 -3.0204 -0.09 -0.40 -0.10
H 0.7795 -3.3302 -2.3156 -0.15 -0.26 -0.35
H -1.2714 0.2224 1.0529 -0.37 0.37 -0.12
H -0.7933 2.8942 0.8673 0.23 0.04 -0.12
H 0.7239 2.0998 1.4574 -0.16 0.23 -0.73
H -1.4388 2.7639 2.9147 -0.30 -0.46 0.22
H -1.2264 1.0721 3.0586 -0.06 0.39 -0.24
```
Forces are in eV/Å.

As for the LUMO energy: 0.98 eV. As for the SMILES: NCNCCCO. The HOMO energy is -0.3082 Eh. The largest force on an atom comes out at 2.02 eV Å⁻¹. For the HOMO-LUMO gap, the calculation gives 9.36 eV. As for the charge: 0. The relative energy (zero: lowest compared OMol25 entry of this formula, charge and spin) comes out at 220.3 kJ/mol.



2.
This record from the OMol25 dataset describes a single C5H12O2 molecule. The level of theory is ωB97M-V/def2-TZVPD.

```
19
Properties=species:S:1:pos:R:3:forces:R:3
C -1.5843 1.3735 2.3467 -0.03 0.06 0.05
C -1.2044 1.8095 0.9301 -0.11 0.27 0.20
O -0.9867 0.7028 0.0855 -0.07 -0.03 0.05
C 0.3538 0.5276 -0.2808 0.25 -0.09 0.01
C 0.3961 -0.7903 -1.0119 -0.25 0.07 0.07
O 1.7290 -1.1587 -1.2220 0.05 0.04 0.00
C 1.7920 -2.4242 -1.8182 0.12 -0.31 -0.17
H -0.7474 0.9555 2.9213 0.01 0.14 -0.34
H -2.3622 0.6031 2.3393 0.01 0.23 -0.17
H -1.9541 2.2400 2.9019 -0.02 -0.08 0.01
H -0.3166 2.4588 0.9570 -0.08 -0.15 0.03
H -1.9898 2.4004 0.4445 -0.12 -0.03 0.37
H 0.7010 1.3590 -0.9149 0.00 -0.16 0.06
H 1.0061 0.4732 0.6053 -0.05 0.00 -0.13
H -0.1241 -1.5352 -0.3884 0.07 0.04 -0.10
H -0.1497 -0.7157 -1.9666 0.07 -0.01 0.11
H 1.2606 -2.4330 -2.7832 0.16 -0.02 0.09
H 1.3335 -3.1939 -1.1756 0.13 0.12 -0.08
H 2.8473 -2.6524 -1.9700 -0.12 -0.09 -0.06
```
Forces are in eV/Å.

As for the LUMO energy: 1.11 eV. As for the SMILES: CCOCCOC. The HOMO energy is -0.3568 Eh. The largest force on an atom comes out at 0.39 eV Å⁻¹. For the HOMO-LUMO gap, the calculation gives 10.82 eV. As for the charge: 0. The relative energy (zero: lowest compared OMol25 entry of this formula, charge and spin) comes out at 165.2 kJ/mol.



3.
This record from the OMol25 dataset describes C13H40N2O9P2RuSi4 as an isolated structure in a non-equilibrium geometry. The level of theory is ωB97M-V/def2-TZVPD.

```
71
Properties=species:S:1:pos:R:3:forces:R:3
Ru -0.4854 0.9516 0.6987 0.60 -0.97 -1.63
C -1.0641 4.0793 -2.8406 -0.06 0.14 0.05
C -0.3224 2.8299 -2.4002 0.00 -0.55 0.51
O 0.6668 2.4277 -3.3301 0.17 -0.12 -0.45
P 0.6746 3.1239 -0.9000 0.45 1.82 -0.42
O 1.6005 4.3689 -1.2556 -0.44 -0.15 0.28
O -0.2620 3.7513 0.2284 0.26 -0.36 -0.25
O 1.4384 2.0049 -0.3083 -0.55 -0.75 0.32
P -1.4722 1.4027 -2.1108 -0.83 0.77 -0.59
O -2.3118 2.0698 -0.8434 0.57 -0.39 -0.24
O -2.3489 1.1842 -3.2664 0.07 0.15 -0.14
O -0.6773 0.2731 -1.5287 0.39 0.03 1.12
H -0.3722 4.8937 -3.0628 0.00 -0.08 0.03
H -1.7649 4.3965 -2.0679 -0.07 0.07 -0.06
H -1.6367 3.8491 -3.7389 -0.03 -0.03 0.01
H 0.2222 1.9722 -4.0623 0.15 0.09 0.01
H 2.2190 4.1892 -1.9643 0.38 -0.01 -0.43
H -0.5794 4.6410 0.0559 -0.22 0.30 -0.01
H -3.2506 2.0444 -1.0447 -0.45 -0.05 0.07
C -2.4667 -3.4851 -0.7162 -0.49 0.03 0.14
O -1.1013 -3.2178 -1.0218 0.53 0.28 -0.08
C -0.5309 -2.2317 -0.3419 0.14 -0.39 0.20
O -1.0799 -1.6124 0.5578 -0.20 0.48 0.04
N 0.7716 -2.0886 -0.6936 0.22 -0.01 -0.47
N 1.4442 -0.9217 -0.3025 -0.04 0.07 -0.31
H -2.7518 -4.3241 -1.3436 0.04 0.02 0.05
H -3.0787 -2.6149 -0.9579 0.03 -0.07 0.03
H -2.5805 -3.7336 0.3401 0.00 -0.02 -0.11
H 1.0318 -2.5430 -1.5668 -0.01 0.24 0.24
H 1.4317 -0.2111 -1.0399 -0.06 -0.28 0.11
H 2.4042 -1.1492 -0.0550 -0.24 0.03 0.12
C 3.6114 1.0826 2.9992 -0.64 0.16 0.17
Si 1.9008 1.6241 3.6423 0.09 0.29 -0.07
C 1.7500 1.5127 5.5385 -0.09 -0.17 -0.77
C 1.3805 3.3247 2.9784 0.20 -0.68 0.01
Si 0.5538 -0.2325 2.4654 0.15 -0.15 1.51
Si 0.0802 -2.1269 3.8989 -0.06 -0.83 0.41
C 1.5036 -3.3195 3.4112 -0.59 0.55 0.06
C 0.1974 -1.8823 5.7950 0.03 0.22 -0.80
C -1.6096 -2.9209 3.4809 0.54 0.49 -0.07
Si -2.4316 1.3388 2.0817 -1.81 0.17 1.87
C -2.9148 3.2237 2.0301 0.54 -0.84 -0.30
C -2.4923 0.9187 3.9723 0.26 0.20 -1.02
C -3.7898 0.2103 1.2668 0.91 0.43 -0.05
H 4.4038 1.7012 3.4115 0.07 0.19 0.17
H 3.6520 1.1729 1.9175 -0.07 0.04 -0.18
H 3.8341 0.0520 3.2585 -0.02 -0.19 0.09
H 2.4410 2.2052 6.0111 0.21 0.20 -0.06
H 1.9869 0.5179 5.8971 0.07 -0.20 0.04
H 0.7528 1.7596 5.8875 -0.21 0.05 -0.04
H 2.1034 4.0974 3.2280 0.19 0.04 0.18
H 0.4114 3.6375 3.3554 -0.17 -0.03 0.12
H 1.3183 3.2792 1.8939 0.08 0.00 0.06
H 2.4690 -2.9089 3.6914 0.18 0.13 0.04
H 1.5158 -3.5044 2.3410 -0.01 -0.03 -0.21
H 1.4004 -4.2779 3.9130 -0.12 -0.12 0.14
H 1.2191 -1.6784 6.0960 0.22 0.05 0.05
H -0.1110 -2.7939 6.2998 -0.08 -0.24 -0.07
H -0.4287 -1.0795 6.1669 -0.16 0.20 0.02
H -1.8755 -2.6890 2.4560 -0.08 -0.01 -0.18
H -2.4102 -2.5603 4.1192 -0.05 0.13 0.19
H -1.5675 -4.0014 3.5851 0.15 -0.17 0.08
H -2.2352 3.8059 2.6448 0.18 0.04 0.15
H -3.9136 3.3701 2.4293 -0.22 -0.22 0.14
H -2.8933 3.6409 1.0293 0.00 0.00 -0.15
H -1.7726 1.4866 4.5505 0.22 0.15 0.10
H -2.3273 -0.1347 4.1601 0.06 -0.28 0.01
H -3.4795 1.1684 4.3474 -0.29 0.09 0.00
H -3.4479 -0.1906 0.3129 -0.04 -0.07 -0.04
H -4.7215 0.7431 1.0928 -0.05 0.25 0.05
H -4.0068 -0.6316 1.9168 0.08 -0.12 0.17
```
Forces are in eV/Å.

As for the LUMO energy (alpha / beta): -3.15 / -5.21 eV. The HOMO energy (alpha / beta) is -0.3549 / -0.4268 Eh. The largest force on an atom comes out at 2.60 eV Å⁻¹. For the HOMO-LUMO gap (alpha / beta), the calculation gives 6.50 / 6.40 eV. As for the charge: +1. Its spin multiplicity is 6. The relative energy (zero: lowest compared OMol25 entry of this formula, charge and spin) comes out at 252.9 kJ/mol.



4.
This record from the OMol25 dataset describes a 2-piece molecular cluster, C10H18N4O2 overall in a non-equilibrium geometry. The level of theory is ωB97M-V/def2-TZVPD.

```
34
Properties=species:S:1:pos:R:3:forces:R:3
C -1.4968 -0.4989 -1.0704 -0.87 0.57 -1.77
C 2.3627 -2.3602 0.9947 -0.34 -1.08 -1.21
C 0.3004 1.2573 -0.3188 0.43 -0.74 -1.29
C -1.9545 0.6291 -0.2146 -1.00 -0.51 -0.26
C -2.6694 -0.9964 -1.9590 0.23 -0.89 1.32
C 1.4867 -1.7510 2.0880 5.05 0.94 -0.04
C 1.7431 -2.2696 -0.4037 1.93 0.22 -1.27
C -3.4087 1.0639 -0.0061 1.16 -0.73 2.72
C 1.3937 3.4706 0.4132 -1.00 1.58 -1.27
C 1.4701 1.9436 0.2992 -0.73 0.84 1.12
N -0.5012 -0.0319 -2.0670 1.10 1.30 0.88
N 0.4534 0.7157 -1.5379 -1.66 -0.34 0.23
N 3.3855 -3.1134 1.3267 -0.77 1.09 1.11
N -0.9987 1.3896 0.2284 1.01 0.26 -0.04
O 4.1148 -3.8093 0.4981 -0.42 0.15 -0.65
O -1.2090 2.3970 1.0260 -0.05 0.38 0.56
H -1.0521 -1.3506 -0.5409 0.00 0.00 0.39
H -2.1622 -1.4706 -2.8150 -0.71 0.28 0.07
H -3.4460 -0.2378 -2.1865 0.90 -0.39 -0.36
H -3.1717 -1.7528 -1.3345 -0.22 -0.15 -0.50
H 0.8064 -2.4121 2.4345 -2.36 -2.28 1.30
H 0.9968 -0.8793 1.7703 -0.65 1.37 -0.56
H 2.2462 -1.4922 2.8915 -1.18 -0.19 -0.41
H 0.8036 -2.7731 -0.5136 -1.13 -0.14 0.47
H 2.3550 -2.9015 -1.1422 -0.26 1.30 0.95
H 1.5973 -1.1889 -0.7629 0.36 -1.70 0.39
H -3.3180 1.9249 0.7028 -0.36 -0.16 -1.19
H -4.0764 0.3439 0.5739 1.00 0.29 -0.78
H -3.8470 1.1955 -0.9578 -0.74 0.80 -0.81
H 2.1767 4.1051 -0.1080 -0.72 -0.98 0.19
H 1.4312 3.7661 1.4584 -0.09 0.14 0.12
H 0.3573 3.7282 0.0364 1.32 0.31 0.46
H 1.4323 1.7015 1.3534 0.53 -0.89 0.28
H 2.3984 1.6573 -0.1566 0.21 -0.64 -0.17
```
Forces are in eV/Å.

As for the LUMO energy: 5.54 eV. The HOMO energy is 0.0181 Eh. The largest force on an atom comes out at 5.14 eV Å⁻¹. For the HOMO-LUMO gap, the calculation gives 5.05 eV. As for the charge: -2.



5.
This record from the OMol25 dataset describes a 2-piece molecular cluster, C4H11NO2 overall in a non-equilibrium geometry. The level of theory is ωB97M-V/def2-TZVPD.

```
18
Properties=species:S:1:pos:R:3:forces:R:3
C 1.4630 -1.2486 -0.0455 2.81 -1.12 -2.07
N 1.3454 -0.3802 -1.0998 -2.31 1.08 1.72
C 0.1243 1.6109 -0.0592 -0.48 -0.02 1.36
C 0.1398 0.5090 -1.1437 0.10 0.04 -0.78
C -1.1299 -0.3054 -0.9608 -1.26 2.27 2.89
O 0.9221 -1.3064 1.0311 -0.41 0.45 -0.33
H 2.3050 -1.9637 -0.3825 -0.86 0.33 0.96
H 1.8251 -0.5362 -1.9641 0.25 -0.38 0.08
H -0.0969 1.2029 1.0419 0.95 0.67 -2.53
H -0.7301 2.2711 -0.2477 -0.05 -0.20 -0.14
H 0.9846 2.2954 -0.0920 0.01 -0.57 0.22
H 0.0844 0.9411 -2.1804 0.51 -0.07 1.01
H -1.2144 -1.2482 -1.4077 0.32 -1.43 -0.53
H -1.2512 -0.3057 0.1826 -0.14 -0.95 -1.68
H -2.0171 0.2791 -1.2684 0.48 -0.09 -0.17
H -0.7550 -1.2505 2.4887 0.05 -0.33 -0.06
H -0.7679 0.1358 2.9878 -0.17 0.03 0.28
O -1.2311 -0.7007 3.1198 0.19 0.30 -0.23
```
Forces are in eV/Å.

As for the LUMO energy: 0.66 eV. As for the SMILES: CC(C)NC=O.O. The HOMO energy is -0.3721 Eh. The largest force on an atom comes out at 3.89 eV Å⁻¹. For the HOMO-LUMO gap, the calculation gives 10.79 eV. As for the charge: 0. The relative energy (zero: lowest compared OMol25 entry of this formula, charge and spin) comes out at 105.9 kJ/mol.



Number 1: total energy -9368.91064 eV, M 104.2 g mol⁻¹. Number 2: total energy -9473.42394 eV, M 104.1 g mol⁻¹. Number 3: total energy -88206.20267 eV, M 643.8 g mol⁻¹. Number 4: total energy -20710.37983 eV, M 226.3 g mol⁻¹. Number 5: total energy -9911.14446 eV, M 105.1 g mol⁻¹.